{"formula": "C5H9NO", "method": "ωB97M-V/def2-TZVPD", "gap_ev": 11.56, "relative_energy_kcal_mol": 23.53, "lumo_energy_ev": 0.86, "smiles": "C[C@H](C#N)CCO", "elements": ["C", "C", "C", "C", "O", "C", "N", "H", "H", "H", "H", "H", "H", "H", "H", "H"], "positions_angstrom": [[-2.11935, -0.23198, -0.14506], [-0.60363, -0.45834, -0.12425], [0.17134, 0.87091, -0.09939], [1.68123, 0.68717, -0.00293], [2.07303, -0.24892, -0.99272], [-0.22282, -1.29732, 1.02739], [0.08726, -1.93707, 1.93704], [-2.39204, 0.36423, -1.02222], [-2.44334, 0.30818, 0.75073], [-2.66102, -1.18091, -0.18797], [-0.29566, -1.00989, -1.02016], [-0.06987, 1.40669, -1.02667], [-0.16786, 1.48538, 0.74595], [1.95112, 0.33389, 1.00173], [2.17772, 1.65795, -0.16273], [2.83389, -0.74998, -0.67874]], "lowdin_charge": [-0.065, -0.367, -0.160, -0.270, -0.065, -0.205, 0.155, 0.083, 0.087, 0.084, 0.142, 0.124, 0.128, 0.117, 0.117, 0.096]}